Entry 1:
{
  "formula": "C5H11O2",
  "method": "wB97M-V/def2-TZVPD",
  "symbols": ["O", "C", "C", "C", "C", "C", "O", "H", "H", "H", "H", "H", "H", "H", "H", "H", "H", "H"],
  "coordinates": [[-0.1407, -2.7723, -1.2335], [-0.8405, -1.7403, -0.8443], [-0.1062, -0.3291, -1.0338], [-0.9024, 0.8071, -0.3581], [-0.6152, 1.0569, 1.1300], [0.9035, 0.9039, 1.5243], [1.7034, 1.7398, 0.6668], [-1.2825, -1.7881, 0.1936], [-1.7556, -1.4689, -1.4819], [-0.0522, -0.0544, -2.1108], [0.9643, -0.2546, -0.7777], [-0.7254, 1.7403, -0.9242], [-1.9918, 0.7033, -0.4510], [-1.0538, 0.2957, 1.7941], [-0.9168, 2.0082, 1.5723], [1.1120, -0.1631, 1.3920], [1.1854, 1.2892, 2.5005], [1.4765, 1.4730, -0.2222]],
  "charge": -1,
  "orbital_gap_ev": 6.1,
  "total_energy_ha": -347.5466,
  "e_above_lowest_kj_mol": 270.65
}

Entry 2:
{
  "formula": "C5H11O2",
  "method": "wB97M-V/def2-TZVPD",
  "symbols": ["C", "C", "H", "H", "H", "H", "H", "H", "C", "C", "C", "O", "O", "H", "H", "H", "H", "H"],
  "coordinates": [[-2.1603, -1.4220, 1.2819], [-2.4062, -0.8713, -0.1392], [-1.2272, -1.9725, 1.4339], [-2.0101, -0.6367, 2.0378], [-2.9594, -2.0755, 1.6405], [-3.4280, -1.0992, -0.4244], [-1.5835, -1.2805, -0.7225], [-2.2047, 0.1913, -0.1507], [2.0193, 1.2643, -1.0027], [2.0106, 1.4515, 0.5137], [1.2822, -0.1274, -1.3373], [2.0364, -1.1025, -1.1581], [0.1003, -0.0524, -1.7233], [1.5722, 2.0938, -1.5636], [3.0236, 1.1889, -1.4302], [1.0243, 1.1632, 0.8896], [2.1421, 2.4720, 0.8984], [2.7685, 0.8150, 0.9562]],
  "charge": -1,
  "orbital_gap_ev": 7.8,
  "total_energy_ha": -347.6300,
  "e_above_lowest_kj_mol": 51.53
}

Entry 3:
{
  "formula": "C5H11O2",
  "method": "wB97M-V/def2-TZVPD",
  "symbols": ["C", "C", "C", "O", "O", "H", "H", "H", "H", "H", "C", "C", "H", "H", "H", "H", "H", "H"],
  "coordinates": [[-0.4609, 1.8963, 0.1609], [0.9004, 2.1531, 0.7355], [-0.6730, 2.6513, -1.1861], [0.3523, 2.9597, -1.8401], [-1.8613, 2.9036, -1.4892], [-0.6429, 0.8322, -0.0179], [-1.2550, 2.2147, 0.8435], [1.6836, 1.9497, -0.0071], [1.1810, 1.7346, 1.7049], [1.0055, 3.2501, 0.8104], [0.7281, -2.7222, 0.1181], [-0.7848, -2.9679, -0.0806], [1.3419, -3.6243, 0.0845], [1.1858, -2.0143, -0.5670], [0.8596, -2.2748, 1.1049], [-1.2543, -2.1587, 0.4684], [-1.1007, -2.8699, -1.1253], [-1.2053, -3.9133, 0.2821]],
  "s_squared": 0.750,
  "charge": -2,
  "orbital_gap_ev": [2.8, 8.1],
  "total_energy_ha": -347.4986,
  "e_above_lowest_kj_mol": 15.15,
  "multiplicity": 2
}

Entry 4:
{
  "formula": "C5H11O2",
  "method": "wB97M-V/def2-TZVPD",
  "symbols": ["C", "O", "C", "C", "C", "C", "H", "H", "H", "H", "H", "H", "H", "H", "H", "H", "H", "O"],
  "coordinates": [[-1.0948, 0.5947, 0.4895], [-2.3729, 0.2742, 0.8312], [-0.7607, 0.3097, -0.9774], [0.6825, 0.7044, -1.3150], [1.7304, 0.0358, -0.4654], [2.4876, -0.9599, -0.9173], [-0.3950, 0.0322, 1.1315], [-0.8264, 1.6347, 0.7338], [-0.9727, -0.7351, -1.1893], [-1.4118, 0.9118, -1.6116], [0.8252, 1.7639, -1.0904], [0.8291, 0.5455, -2.3782], [1.7242, 0.1604, 0.6103], [2.4523, -1.2700, -1.9545], [3.1523, -1.5034, -0.2542], [-1.6488, -1.5338, 2.7418], [-2.3750, -0.2062, 2.4416], [-2.0255, -0.7589, 3.1735]],
  "s_squared": 0.754,
  "orbital_gap_ev": [10.9, 7.8],
  "total_energy_ha": -347.4755,
  "e_above_lowest_kj_mol": 111.67,
  "multiplicity": 2
}

Entry 5:
{
  "formula": "C5H11O2Si",
  "method": "wB97M-V/def2-TZVPD",
  "symbols": ["C", "C", "C", "C", "C", "O", "O", "Si", "H", "H", "H", "H", "H", "H", "H", "H", "H", "H", "H"],
  "coordinates": [[-2.9406, -1.1963, -0.0054], [1.6268, -0.8197, 0.7977], [-1.2547, 0.9573, -1.5311], [-2.6126, 2.1138, 1.1720], [1.5247, -2.0000, -0.1387], [-2.4583, -1.7572, -1.0135], [-3.6714, -1.6114, 0.8968], [-2.3046, 0.7689, 0.0651], [2.1834, -0.8471, 1.7800], [2.0009, 0.1173, 0.3382], [0.5721, -0.3724, 1.0813], [-1.6668, 1.5187, -2.3910], [-0.2215, 1.4775, -1.3524], [-0.9196, -0.0157, -1.9030], [1.1540, -2.7989, 0.3938], [-1.9033, 2.8324, 1.2737], [-3.3364, 2.0127, 1.8797], [0.8304, -1.9886, -0.9294], [2.4869, -2.1818, -0.4107]],
  "charge": -1,
  "orbital_gap_ev": 7.4,
  "total_energy_ha": -637.0555,
  "e_above_lowest_kj_mol": 305.77
}

Entry 6:
{
  "formula": "C5H11O3P2S2",
  "method": "wB97M-V/def2-TZVPD",
  "symbols": ["C", "C", "S", "C", "S", "C", "C", "P", "P", "O", "O", "O", "H", "H", "H", "H", "H", "H", "H", "H", "H", "H", "H"],
  "coordinates": [[0.3860, -2.1442, 1.1544], [0.4297, -1.1404, 0.1402], [0.7674, -0.1633, -1.4670], [-0.8895, 0.5709, -1.9738], [-1.8829, 1.2087, -0.5093], [-3.0866, -0.1674, 0.0145], [-4.0927, 0.3397, 1.2393], [2.2331, 1.3692, -1.0546], [3.6512, 0.3682, 0.3264], [3.3192, 0.7010, 1.8637], [5.2510, 1.0187, -0.0829], [3.7077, -1.3747, 0.0853], [0.5093, -3.1196, 1.8318], [-0.7639, 1.4292, -2.7847], [-1.5227, -0.3044, -2.4807], [-3.7792, -0.5299, -0.8711], [-2.4594, -1.0625, 0.4813], [-3.5236, 0.3999, 2.2639], [-4.9838, -0.4171, 1.3897], [-4.5803, 1.3852, 1.0090], [1.6674, 2.4788, -0.3222], [5.8281, 0.6402, 0.6702], [3.8144, -1.4862, -0.9235]],
  "charge": 1,
  "orbital_gap_ev": 7.9,
  "total_energy_ha": -1901.4086,
  "e_above_lowest_kj_mol": 248.22
}

Entry 7:
{
  "formula": "C5H11O3Pr",
  "method": "wB97M-V/def2-TZVPD",
  "symbols": ["O", "C", "C", "O", "C", "C", "O", "C", "Pr", "H", "H", "H", "H", "H", "H", "H", "H", "H", "H", "H"],
  "coordinates": [[-2.1697, 0.5407, -0.5364], [-2.0696, 1.5467, 0.1538], [-0.9899, 1.6275, 1.1898], [-0.0955, 0.5699, 0.9747], [1.2021, 0.7192, 1.5359], [1.9457, -0.5641, 1.2658], [1.7996, -0.8502, -0.1133], [2.5848, -1.9385, -0.5678], [-0.4783, -0.7879, -1.0830], [-2.7731, 2.3979, 0.1250], [-1.4346, 1.5646, 2.1979], [-0.5024, 2.6148, 1.0870], [1.1325, 0.8980, 2.6185], [1.7048, 1.5740, 1.0580], [1.5319, -1.3932, 1.8634], [3.0081, -0.4374, 1.5236], [2.3875, -2.0570, -1.6393], [3.6512, -1.7238, -0.4106], [2.3092, -2.8633, -0.0386], [-0.1808, 0.9375, -2.3751]],
  "s_squared": 3.755,
  "charge": 1,
  "orbital_gap_ev": [5.5, 7.7],
  "total_energy_ha": -939.5017,
  "e_above_lowest_kj_mol": 123.90,
  "multiplicity": 4
}

Entry 8:
{
  "formula": "C5H11OP",
  "method": "wB97M-V/def2-TZVPD",
  "symbols": ["C", "C", "P", "O", "C", "C", "C", "H", "H", "H", "H", "H", "H", "H", "H", "H", "H", "H"],
  "coordinates": [[0.6906, 2.5229, -0.8743], [0.5417, 2.0864, 0.3398], [0.8421, 0.1871, 0.8558], [0.7209, 0.0228, 2.3088], [-0.1094, -0.8202, -0.2243], [-1.5734, -0.3801, -0.0671], [0.1755, -2.2934, -0.0036], [0.5536, 3.5766, -1.0625], [1.0418, 1.8301, -1.7157], [-0.0186, 2.5431, 1.2367], [2.0525, -0.0795, 0.4067], [0.0711, -0.5878, -1.3888], [-2.3759, -1.0538, -0.6025], [-1.8354, -0.0406, 0.9865], [-1.5161, 0.5451, -0.6570], [0.3881, -2.4134, 1.0496], [1.0414, -2.6021, -0.4205], [-0.6907, -3.0432, -0.1675]],
  "orbital_gap_ev": 10.9,
  "total_energy_ha": -613.6367,
  "e_above_lowest_kj_mol": 169.78
}